Entry 1:
{
  "formula": "C14H25FNO7P",
  "method": "ωB97M-V/def2-TZVPD",
  "homo_energy_ev": -10.29,
  "smiles": "CCOC[C@H]1C(=O)O[C@@](CCC(N)=O)([C@@H](F)CC)[C@@H]1CP(=O)(O)O",
  "multiplicity": 1,
  "lumo_ev": -0.18,
  "species": ["F", "C", "H", "O", "H", "H", "C", "H", "H", "H", "H", "C", "C", "H", "P", "H", "H", "O", "H", "C", "H", "C", "C", "C", "O", "H", "H", "C", "O", "C", "H", "H", "H", "N", "H", "H", "H", "H", "C", "C", "H", "H", "O", "C", "H", "O", "O", "H", "C"],
  "xyz": [[-3.477803, 0.263675, -0.356753], [3.798396, 0.292938, -1.180376], [-2.342259, -2.082621, -2.877507], [0.131130, -1.429159, -3.922267], [-1.387358, -2.251785, 2.406181], [-3.054515, 0.079424, 1.671169], [-1.137843, 0.254393, 0.383826], [1.459583, 1.859907, -2.936992], [-0.513564, -0.689165, -3.771143], [4.846918, 0.266245, -1.628327], [0.237808, 4.161262, 1.910062], [-2.788868, -1.879590, 0.582752], [-0.330926, -0.265031, -0.886946], [1.880607, 0.033581, -2.772591], [-0.177976, -2.521838, -2.628418], [-2.340529, -2.358908, -0.345139], [3.051558, -0.029514, 0.928916], [-1.426934, 1.642804, -0.030779], [-1.143847, -0.132497, 2.664441], [-2.270202, -2.708819, 1.855591], [0.414596, -0.510387, 1.793141], [4.002268, 0.399669, 0.432422], [0.244394, -1.760425, -0.934787], [0.680823, 0.974844, -1.018019], [-1.839129, -2.927833, -2.761741], [1.379415, -1.728286, -0.828949], [3.289790, -0.721769, -1.345927], [-2.613723, -0.297916, 0.682553], [-0.475756, 3.241767, -1.497446], [1.749619, 1.013014, -2.210278], [-3.116553, -2.948591, 2.577457], [-1.089123, -0.165678, -1.739473], [0.910039, 1.405914, 3.152075], [-0.525104, 4.126635, 2.610760], [-3.924222, -2.071485, 0.515828], [-0.130340, -2.423473, -0.070203], [0.820601, 2.165042, 1.491206], [4.879999, -0.253092, 0.756047], [-0.431438, 2.138491, -0.939161], [-0.858745, 2.703193, 2.846881], [-1.333170, 4.623280, 2.215330], [1.342160, 0.868087, -0.097362], [3.022452, 1.422427, -1.634421], [-0.451213, 0.252908, 1.834367], [-1.900384, -3.725615, 1.455709], [0.592926, -3.839641, -2.850707], [-1.934949, 2.414804, 3.425634], [4.090786, 1.475126, 0.793048], [0.190605, 1.643690, 2.280315]],
  "forces_ev_per_angstrom": [[1.031, -1.000, 1.188], [0.826, -0.319, 2.120], [0.092, -1.007, 0.124], [-1.753, -0.567, 3.150], [-1.236, -0.470, -0.673], [0.964, -0.299, -1.450], [-1.653, 0.654, 1.060], [0.400, -1.420, 1.014], [0.858, -0.475, -0.618], [-1.560, 0.241, 0.148], [-0.665, 0.215, 0.677], [-0.725, -0.239, 0.615], [-0.617, 0.130, 0.056], [-0.434, 1.193, 0.754], [1.470, -4.723, -1.902], [-0.529, 1.075, 1.029], [1.448, 0.612, -0.570], [2.116, 0.823, -1.328], [0.862, 0.861, -1.405], [0.228, -0.869, -0.528], [-1.170, 1.080, 0.111], [-0.929, -0.542, -0.394], [-0.003, 1.088, 0.232], [-0.251, -1.221, -0.421], [2.206, 2.661, 0.420], [-1.424, -0.244, -0.446], [0.662, 1.502, -0.200], [-0.796, -0.760, -1.464], [-0.040, -3.883, 2.001], [-0.392, 1.293, -0.045], [1.193, 0.565, -0.823], [0.723, -0.038, 1.110], [-1.079, 0.406, -1.260], [0.218, -2.710, -0.980], [1.751, 0.446, -0.006], [0.350, 0.920, -1.603], [-0.869, -0.878, 0.881], [-1.118, 1.035, -0.358], [0.373, 0.904, 0.368], [-2.470, 0.891, 0.359], [0.284, -0.295, 0.623], [-1.065, 0.737, -0.944], [-0.351, -1.680, -0.630], [1.560, -0.375, -0.172], [-0.566, 1.479, 0.715], [-1.918, 4.022, 0.805], [3.629, 0.405, -1.875], [0.186, -1.400, -0.656], [0.180, 0.176, 1.190]]
}



Entry 2:
{
  "formula": "C14H25MnN7PS2",
  "method": "ωB97M-V/def2-TZVPD",
  "homo_energy_ev": [-18.37, -18.40],
  "s2": 4.238,
  "multiplicity": 4,
  "charge": 3,
  "lumo_ev": [-13.45, -12.75],
  "species": ["H", "C", "H", "C", "H", "N", "H", "N", "C", "H", "H", "C", "C", "C", "S", "H", "H", "H", "C", "N", "H", "N", "H", "H", "C", "Mn", "H", "H", "H", "N", "H", "C", "H", "N", "S", "H", "H", "P", "H", "H", "C", "H", "H", "N", "C", "H", "C", "C", "H", "C"],
  "xyz": [[0.475952, -13.157890, -8.498429], [2.127500, -11.228400, -9.396091], [-3.287549, -9.862440, -11.372465], [-3.928403, -11.829302, -7.370315], [1.988037, -10.832361, -11.455246], [-3.315889, -10.575233, -7.779192], [-5.802679, -12.244272, -10.232703], [0.709702, -14.337991, -10.189573], [-3.678651, -10.736451, -10.865368], [2.802145, -10.319316, -9.197201], [-2.637932, -13.711649, -8.812579], [-2.084944, -10.847014, -8.487703], [-2.886395, -11.191119, -15.400351], [-2.395427, -12.461466, -14.946604], [-1.116914, -13.965093, -13.010606], [-3.693026, -8.884074, -8.878617], [-5.071301, -13.358795, -8.369716], [-4.781286, -11.626043, -6.703942], [-3.302619, -13.058966, -9.483642], [1.318328, -10.980921, -10.654083], [1.392014, -14.956835, -10.699237], [-3.329019, -10.167509, -15.701377], [-1.460245, -11.521463, -7.879922], [2.706575, -13.451562, -7.609822], [-4.222647, -9.768985, -8.629395], [0.082477, -12.574335, -11.446215], [0.804486, -10.105937, -10.590136], [0.840879, -14.857712, -8.121607], [2.833364, -12.850221, -10.625806], [-4.723954, -10.446381, -9.855126], [-4.213797, -11.285339, -11.648754], [-5.427830, -11.626512, -9.464136], [-5.125623, -9.527425, -8.003189], [-4.467449, -12.551440, -8.639196], [-0.775679, -11.146353, -13.180477], [-1.523762, -9.927683, -8.728512], [-0.199482, -14.829657, -10.218272], [-2.253657, -11.716793, -10.147207], [-6.222611, -11.390420, -8.745376], [-3.248560, -12.510065, -6.914636], [1.114077, -14.015441, -8.740944], [-3.730975, -13.619912, -10.324321], [3.198363, -14.531968, -8.900153], [-3.514192, -14.489570, -16.087734], [-1.492753, -12.508407, -13.865534], [3.977458, -12.411277, -9.357234], [-3.014023, -13.550557, -15.632957], [2.551909, -13.683333, -8.668324], [1.450118, -11.302966, -8.539030], [2.939742, -12.496048, -9.629577]],
  "forces_ev_per_angstrom": [[0.142, -0.113, 0.326], [1.030, 1.296, -0.351], [-0.089, 0.518, 0.268], [-1.340, 1.280, -0.883], [-0.618, -0.053, 1.036], [-0.372, -1.240, -1.111], [-0.384, -0.413, -1.194], [-0.439, 0.296, -0.993], [-0.603, -0.057, -0.302], [-1.005, -1.311, -0.388], [-1.193, 0.587, -0.991], [1.524, 0.224, -0.409], [0.347, 0.103, 0.195], [-0.591, 0.795, -0.476], [0.491, 0.972, 0.409], [0.257, 0.902, -0.361], [0.729, 0.406, 0.017], [0.218, -0.181, -0.311], [0.245, -1.427, 0.866], [0.328, -0.456, -0.834], [-0.742, 0.678, 0.875], [0.144, -0.275, 0.099], [0.053, 0.438, -0.093], [0.470, 0.278, -0.171], [-1.603, -0.568, 1.038], [-1.134, 0.084, -0.128], [0.033, 0.114, 0.056], [-0.033, -0.194, 0.247], [0.225, -0.136, -1.057], [1.203, -0.430, 0.530], [0.483, -0.229, -0.070], [0.882, 0.738, 1.825], [0.890, 0.029, -0.644], [-0.124, -0.516, 0.080], [0.559, 0.147, 0.750], [-0.237, -0.151, 0.583], [0.780, -0.065, 0.240], [-0.694, 0.188, 0.146], [0.051, 0.070, -0.319], [0.623, -0.356, 0.481], [-1.218, -0.603, -1.711], [0.188, -0.215, 0.354], [-0.162, -0.088, 0.023], [0.167, 0.476, 0.085], [-0.653, -1.394, -0.186], [0.537, 0.721, -0.587], [0.557, -0.670, 0.727], [0.203, 0.877, -0.193], [0.022, 0.009, -0.247], [-0.150, -1.087, 2.753]]
}



no.,E (Ha)
1,-1571.085479
2,-3219.333428